Entry 1:
Below is 2 unconnected molecules or ions with the total composition C6H13NO at a distorted geometry, with properties calculated with the ωB97M-V functional and the def2-TZVPD basis.

Output
Energy above the lowest of the compared OMol25 structures with the same formula, charge and spin = 2.3558 eV
LUMO energy = 0.852 eV
Orbital gap = 8.9622 eV
SMILES = C=C/C(=C\N)CC.O

Structure (ORCA input):
```
! wB97M-V def2-TZVPD RIJCOSX def2/J DEFGRID3
* xyz 0 1
H 1.9933 -0.1532 -0.1281
H -1.1497 -1.0722 1.5636
N 1.3801 1.2051 -1.5317
C 0.9408 -1.3776 1.9848
H -0.1228 -2.3492 -0.7167
C -0.0372 0.1267 0.1942
C -0.2281 -0.4983 1.5405
H -1.9261 3.0062 -0.4621
H 1.7885 -0.8649 2.4268
C 1.1043 0.3504 -0.4677
H 0.5569 -2.2267 2.5517
C -1.1791 1.0381 -0.2089
O -0.9594 -2.3644 -1.1779
H 2.2832 0.9750 -1.9145
C -1.0899 2.3411 -0.2816
H 1.3550 -1.9284 1.1316
H -2.1367 0.6106 -0.5072
H -1.4307 -1.5835 -0.8634
H -0.1980 2.9589 -0.2383
H -0.3462 0.3331 2.2315
H 0.7044 1.3389 -2.2656
*
```

Here are the Mulliken charges for atoms 1 to 5, given in e:
1. H 0.348
2. H 0.283
3. N -0.549
4. C -1.259
5. H 0.345



Entry 2:
Below is a molecular structure, C8H13NZr at a distorted geometry, with properties calculated with the ωB97M-V functional and the def2-TZVPD basis.

Output
LUMO energy (alpha / beta) = -0.181 / -0.127 eV
Orbital gap (alpha / beta) = 5.4342 / 5.4747 eV

Structure (ORCA input):
```
! wB97M-V def2-TZVPD RIJCOSX def2/J DEFGRID3
* xyz 0 1
C 0.1928 2.8585 -0.1660
H 2.2370 1.8566 -0.5405
C -0.8264 -3.8184 -0.4706
H -1.1671 -3.9972 -1.5369
H 2.1992 1.4213 2.0798
H 0.6406 -1.9087 -1.1702
C -1.1520 2.4891 -0.6244
H 0.8543 -0.0560 -1.8933
C 0.4012 0.7344 -1.3491
H -1.8007 0.8218 -1.9940
H 1.3396 0.2791 2.9337
H -2.0294 3.1947 -0.5861
C 1.1752 1.1425 2.2650
C 0.2955 -2.5764 -0.3425
Zr -0.3721 1.0031 0.7731
C -1.0335 1.2462 -1.4066
H 0.8078 -2.2203 0.7973
C 1.1832 1.7823 -0.5845
H -2.2947 -2.5908 0.2110
N -1.3009 -2.6984 0.1123
H 0.9169 1.8540 3.0898
H -0.7269 -4.7309 0.2619
H 0.4603 3.9137 0.1410
*
```

Here are the Mulliken charges for atoms 1 to 5, given in e:
1. C -0.259
2. H 0.471
3. C -0.271
4. H 0.254
5. H 0.314



Entry 3:
Below is 14 unconnected molecules or ions with the total composition C72H183N11O25 at a distorted geometry, with properties calculated with the ωB97M-V functional and the def2-TZVPD basis.

Output
Energy above the lowest of the compared OMol25 structures with the same formula, charge and spin = 0.7082 eV
LUMO energy = 0.637 eV
Orbital gap = 8.8459 eV

Structure (ORCA input):
```
! wB97M-V def2-TZVPD RIJCOSX def2/J DEFGRID3
* xyz 0 1
H 0.3409 -1.1733 1.4803
H 2.2220 -4.5688 1.7274
H -3.6931 -5.8078 -1.6186
H 4.4133 7.5454 -4.4442
H 5.3837 1.3422 2.5987
H -2.4308 -2.2745 4.2308
H 0.8643 10.0250 0.8176
H -1.0649 -11.1429 0.0685
H 5.9023 -0.8168 7.1749
H 3.0078 3.7288 2.8773
N 1.0487 -6.5147 -2.3517
C -3.7006 4.1539 -0.5910
H 0.5452 1.3789 5.6512
C 0.9931 8.1134 -0.9670
H 5.5874 2.4987 -1.0296
H -2.5863 -11.0981 -1.0158
C 4.4524 -2.1339 0.8446
H -1.2819 4.5314 -5.1783
H 0.3909 -0.1016 -2.1369
C -4.9984 -4.1146 -1.5836
H 2.5657 -6.2491 1.8726
H -3.6021 -0.1486 0.4015
O -3.9485 -3.2995 -2.2039
H -2.5962 -5.9695 2.3456
C 0.3744 0.9949 -0.3427
H 0.7883 3.5808 4.5011
H -1.9031 -12.4145 3.8472
O -4.4326 -2.7477 3.9274
H -6.5256 -1.4706 1.1697
O 4.7691 6.2349 -2.8268
C 2.1201 0.6589 7.8589
O 3.2945 2.8507 -7.4440
H 3.0176 2.0729 2.1104
H 1.3613 1.9992 -7.3564
H -0.4940 -2.9163 -3.1909
H 3.8645 9.3377 -2.6555
H -1.5360 -2.6028 -4.5547
C 4.3380 5.6377 0.9546
N -3.3371 3.8674 0.8267
N -2.4296 -9.6010 0.3678
O -0.2229 3.3297 -0.0474
H 9.0222 -0.4912 4.6568
H -1.6862 -6.5210 3.7142
H -3.9271 3.5619 3.6637
H -1.1975 7.6007 2.8025
H -0.3333 -9.0814 -0.1945
H -1.4587 -6.1514 -1.9475
C -2.9834 5.3663 -0.9899
H 5.6941 7.9093 -3.3354
H -3.8735 0.7506 -1.8097
H 3.6145 -0.5225 2.6191
H -5.9394 3.5182 -2.8917
H -1.7576 -1.7294 -2.9444
H -3.1704 5.8993 1.7315
H 1.4730 2.9647 2.2198
H -2.1089 3.2041 4.7160
H -4.3616 -2.7364 1.9034
H 5.0141 -2.0522 6.1453
C -1.0395 -2.0982 -3.7078
C -2.9160 -11.9887 0.8092
C -5.7967 1.2827 -3.8430
H -5.0069 -3.9855 -0.5288
N 6.8631 0.0271 3.4572
H 1.0302 -4.3699 -2.3641
H 3.4840 -0.5863 9.0712
H 3.9642 4.4488 -8.3218
C -1.0854 1.2263 -4.0770
N -6.6392 -4.0969 2.8685
H -6.7031 -3.8338 3.8323
C -5.1878 3.4859 -3.6525
H 1.5170 1.2502 -0.3569
H 6.2679 5.7706 1.6979
H -6.0115 -3.8602 -1.9726
H -2.4276 3.4582 0.8983
H 2.2768 9.4269 1.6952
H 4.9887 -2.3755 -0.0173
H 0.5794 2.7675 6.7896
H -3.3445 -1.1268 3.2641
N 0.1769 -0.2530 -1.0960
H -6.6298 -7.0606 2.9080
H -3.5617 -1.3178 5.0630
H 1.7762 6.2653 -1.9434
O 2.2265 2.1151 3.9234
C -1.4779 6.7002 2.2022
C -3.0295 7.1566 -2.6045
C 2.3586 5.2074 -4.7159
H 4.0045 3.3604 -1.4750
H 10.5599 -1.2041 2.4016
H -1.8690 -2.2118 -0.7540
H 0.5193 7.1827 -2.6331
H 4.2678 -0.0659 -4.2038
H 6.5059 5.3620 -3.6162
H -1.3204 3.8015 -3.5142
H -1.9335 5.3487 -0.7675
H 0.6948 8.4210 1.6210
H -7.6153 -7.6422 5.7751
H 0.0078 0.8622 0.6927
H -1.9873 7.3532 -2.6073
C 3.4490 0.0532 8.1726
C -3.4145 -1.7929 4.1137
H -8.5442 -4.6817 3.3388
H 3.1059 -6.1849 -2.6335
H -0.1637 1.4460 -3.5928
H -5.4030 -6.1678 -1.2384
H -2.3842 -6.7006 -4.1117
C 1.4522 7.2864 -2.1007
C -4.2767 -3.4262 2.7227
C -5.2580 -4.6006 2.6942
H -1.4038 2.0235 -1.0653
C -4.7163 -5.5527 -1.8405
H 5.0611 -2.1929 7.9156
H -4.3506 -2.4453 -2.4074
H 5.6334 7.3265 1.1905
C -7.4000 -6.3962 3.3687
H 0.4999 -5.1096 -0.8618
C -1.3731 -8.6986 -0.1962
H -2.8604 -4.9341 -4.1433
C -1.7971 2.2893 4.2188
C 10.7651 -0.1994 2.8164
H 1.9180 -7.4544 -0.1343
H -6.2644 1.4290 -4.8120
H -3.1900 -0.8582 -1.9189
N -1.4291 2.3423 -4.9912
C 5.4735 0.4239 3.2494
O 3.0475 6.1928 1.2337
C -4.3751 -0.6193 -0.1866
H -4.9625 -5.2834 3.5138
O -0.3582 -2.9029 0.4692
H -4.7683 4.4129 -0.6581
C 3.0494 3.8228 -8.3999
H 0.9540 -5.6855 1.2382
H 2.5135 4.8919 -5.7590
O 2.0098 8.4389 -0.0175
O -3.3598 5.7757 -2.3171
C 5.4099 6.4189 1.6974
H -6.1868 -0.7765 -4.1740
H -4.2930 -1.6703 -0.0372
H 4.2458 -3.0467 1.4788
H 4.5021 5.5278 -0.1371
O 9.6640 0.6459 3.0851
H 1.8446 8.7343 -3.3588
H -1.8993 1.1112 -3.2768
H -0.2059 0.2123 -5.7267
C -0.9380 -0.0222 -4.8780
C -6.3253 -0.3870 1.2160
C 5.0105 -1.4881 7.0764
H 4.9953 6.6824 2.6887
C 2.4227 1.7164 -7.4649
H 2.3976 3.8874 5.2353
O -1.3015 -7.4604 1.9017
O -2.8221 6.6058 2.3424
C -2.1645 -10.9818 -0.0235
H -1.6236 -4.4239 -2.0813
C 3.6667 8.2527 -2.5661
H 3.9500 1.9809 -0.4371
O 4.4766 1.6349 -2.4663
H -1.5993 -8.4880 -1.2486
H -5.7866 -0.1560 2.1490
H 5.0578 4.2924 -3.2038
O -2.4481 2.3666 2.9042
C 2.3964 -6.7952 -2.0630
O -0.2211 -0.9923 -4.0776
H 9.6250 1.2021 4.9759
C 1.0637 -1.2742 -0.6486
C 4.6819 7.5025 -3.3828
H -4.4643 4.2235 -3.3456
C 0.4483 -5.2622 -1.9330
H -0.8895 -6.6138 0.0563
H 2.2324 -0.1151 -6.5111
H 1.6603 1.0990 8.7649
C 9.0211 0.5289 4.3656
C 0.6378 -1.9299 0.6665
H 5.1032 0.7778 4.2275
H -1.0043 4.5848 2.4920
H 4.7045 -1.5617 3.4066
H -2.2780 -9.5029 1.3746
H 3.7869 8.0862 -1.4861
H -5.0657 -5.1510 1.7377
H 7.3079 -0.1131 2.5640
C 1.6788 3.0699 4.8996
H 3.0785 3.2944 -9.3825
H -6.0252 -0.6348 -1.9414
C 1.4536 9.0754 1.0635
C 7.6193 0.9733 4.2746
H 2.8748 1.1914 6.0654
C 2.6963 -6.7970 -0.5539
C 5.3925 5.2602 -3.6077
H -1.8375 -1.5449 0.8747
H 2.5438 -0.5085 -3.8444
H -3.2946 -3.8818 2.6456
C -6.6933 -7.1711 5.4639
O 5.3310 -1.1654 1.5211
H 11.5995 -0.1667 3.5338
H 2.5392 1.2660 -8.4809
C 3.3372 0.9310 -2.6305
H -1.1392 -12.8500 2.2261
H 2.0679 -0.8763 -0.4319
H 4.3261 4.6147 1.3759
H -6.6084 1.4180 -3.1457
C 0.5850 3.8107 -4.5069
H 3.2619 2.0836 -4.9490
H -0.7889 2.1668 4.0152
H 3.7105 -7.1162 -0.3728
C -1.0176 -5.2709 -2.4694
C -1.6514 -2.4347 0.2910
H 4.1616 0.9095 8.2686
H -0.7093 5.5087 3.9477
H -1.8843 -0.4049 -5.2413
C -4.2170 2.8917 1.4822
H -3.4829 7.8611 -1.9313
H 0.9404 5.0015 0.4170
C 0.8596 4.2256 -0.3008
C -0.3371 2.2262 -0.9006
C 2.0722 -5.5112 1.2701
H -4.7761 -5.7541 -2.9644
H 2.6230 -7.8737 -2.3262
H -2.6419 -13.0419 0.6048
H -6.1484 -6.8989 6.3438
C -3.7698 2.6868 2.9741
O -0.8939 -5.3691 -3.8201
C -1.5365 -7.3314 0.4965
C -0.9407 3.6889 -4.5036
H 7.5373 1.9378 3.7897
C 1.1863 2.1467 6.0720
H -2.5914 -6.9729 0.3775
H 0.1281 7.6044 -0.5014
H 2.1363 4.3574 -8.3091
H 1.5124 -2.4367 1.0260
H 2.4409 1.5578 -2.5513
H 1.4902 -0.1121 7.4437
O 0.9798 5.1174 -4.3398
H -8.0552 -5.2188 1.7308
H 1.0755 3.1883 -3.7374
H 1.1904 -1.9699 -1.4817
C -0.6303 5.5054 2.8430
H -4.4897 -0.2520 -4.4243
C -2.0927 -5.6373 -4.3982
N 2.7412 1.2220 -5.0377
H -2.4438 2.3703 -5.1289
O -5.5800 0.0992 0.0929
H 0.7280 4.7811 -1.2962
H -0.8376 -5.5146 2.5095
O -6.9020 -6.0748 4.6406
C 4.6765 -0.7387 2.7152
H -2.3191 -3.2119 0.6329
H 0.8467 -6.8393 -3.2946
H 7.1418 0.9590 5.2370
H -3.3344 6.1760 -0.3503
O 2.7085 -5.5056 0.0521
H -1.9377 -5.5351 -5.4805
H -8.2800 -7.0692 3.2689
H -4.3425 1.8188 3.3612
H 3.2625 0.1170 -1.8628
O 3.8103 -0.7830 6.9723
H -3.6197 3.2448 -1.2515
H -4.0372 -11.9224 0.5902
H -7.2527 0.1911 1.2877
H -5.2395 3.3072 1.3169
H -2.0894 1.4104 4.7689
H 2.6412 6.2570 -4.6239
C 2.4220 2.7920 2.6873
H -4.0909 1.8548 1.0385
H 2.9243 7.0292 0.7026
C -1.6206 -6.3112 2.6167
C -1.7039 -12.0821 2.8466
H 11.2628 0.3226 1.9680
H -5.6225 3.7502 -4.6998
C -4.0439 -0.3179 -1.6149
H 5.0627 5.3291 -4.6406
C 3.2482 0.3240 -4.0023
H 2.9040 4.4906 -4.0930
H 1.7564 3.6918 -0.2855
N 2.3240 1.6489 6.7778
C -5.3634 -0.1459 -3.7847
H -1.0883 -11.1721 2.8692
N 2.3283 7.9764 -3.0045
C 4.4998 2.3870 -1.3095
H -3.3353 7.2992 -3.6414
H 3.4797 -1.6443 0.5595
C 2.9482 0.7373 -6.4428
H 0.8939 3.3968 -5.4678
O -2.9331 -11.7510 2.2033
H -6.0565 -7.9110 4.9611
N -5.1405 -0.7898 -2.4455
O -4.7170 2.1527 -3.7565
H -1.2418 6.9049 1.1810
H 0.5987 9.0326 -1.4143
H 4.0213 0.4218 -6.7117
H 0.0260 2.4210 -1.9132
H 0.4239 5.5666 2.5708
C -7.7287 -5.0708 2.7149
*
```

Here are the Mulliken charges for atoms 1 to 5, given in e:
1. H -0.095
2. H 0.037
3. H -0.148
4. H 0.392
5. H -0.007



Q: Which formula does entry 2 have?
A: C8H13NZr